DFT (ωB97M-V/def2-TZVPD) results for one molecule with the formula C8H13N at a distorted geometry.

Summary:
- Lowest unoccupied orbital energy: 0.696 eV
- SMILES: CC(C)=CC(C)(C)C#N
- Maximum force: 3.7 eV/A
- Frontier orbital gap: 10.16 eV

```
22
Properties=species:S:1:pos:R:3:forces:R:3:lowdin_charge:R:1
C -2.17297 1.83230 -0.03847 -0.73 -1.77 0.61 -0.064
C -0.79636 1.14316 -0.12636 -1.06 1.62 1.99 -0.309
C 0.38008 1.91316 0.49151 1.34 -3.02 -1.72 -0.041
C -0.72436 -0.14900 -0.40564 1.63 -0.73 -0.96 -0.030
C 0.65431 -1.02476 -0.24252 -2.76 0.22 -1.55 -0.495
C 0.15477 -2.46773 -0.57550 0.58 0.60 -0.19 -0.056
C 1.31687 -0.85897 1.15306 0.50 0.56 -0.72 -0.050
C 1.49801 -0.67070 -1.37685 0.75 0.84 -0.08 -0.231
N 2.16260 -0.35516 -2.26380 -0.20 -0.22 0.20 0.165
H -2.26959 2.85631 -0.33523 0.28 0.46 -0.87 0.058
H -2.53185 1.89033 1.01234 0.75 -0.21 -0.15 0.085
H -2.96760 1.16322 -0.46016 0.69 0.82 -0.24 0.083
H 0.79581 1.28073 1.31226 -0.51 1.38 -0.40 0.052
H 1.17673 1.84941 -0.31151 -0.52 0.32 0.86 0.100
H 0.25568 2.92796 0.72112 -0.60 1.23 0.51 0.055
H -1.52888 -0.60374 -1.02495 0.57 0.04 0.92 0.117
H -0.28849 -2.69623 0.37098 -0.88 -1.06 0.19 0.073
H 1.01407 -3.10736 -0.76768 -0.03 -0.20 0.16 0.083
H -0.52386 -2.52466 -1.47618 0.62 0.22 1.26 0.105
H 0.48553 -0.52933 1.83914 1.21 -0.34 -0.41 0.100
H 1.77085 -1.80829 1.52175 -0.30 0.69 -0.37 0.091
H 2.13864 -0.06064 0.98272 -1.31 -1.44 0.97 0.110
```
Positions in Å, forces in eV/Å.